No. 1
The following is a quantum chemistry calculation of a molecular structure, C19H13CrNO5, from the Open Molecules 2025 dataset.

Computed properties:
**Net charge**: -1
**Energy**: -60055.5131 eV
**Spin multiplicity**: 4
**Kohn-Sham gap (spin up / spin down)**: 2.91 / 3.67 eV
**LUMO (spin up / spin down)**: 2.4 / -0.4 eV
**Expectation value of S²**: 3.802
**Highest occupied orbital energy (spin up / spin down)**: -0.01946 / -0.15147 hartree
**Molecular weight**: 387.3 g/mol

Last column: natural (NBO) charge in e.
Element x y z (Å)
1 C -4.73 -0.71 -0.89  -0.008
2 N -5.04 0.56 -0.62  0.360
3 O -5.19 0.92 0.59  -0.385
4 O -5.16 1.39 -1.58  -0.406
5 H -4.68 -1.00 -1.94  0.210
6 H -4.67 -1.41 -0.06  0.211
7 O 5.14 0.37 1.80  -0.566
8 C 4.12 0.92 1.72  0.784
9 Cr 2.49 1.86 1.52  -1.186
10 C 2.41 1.22 -0.25  0.776
11 O 2.41 0.83 -1.35  -0.552
12 C 3.44 3.35 0.86  0.787
13 O 4.02 4.27 0.44  -0.567
14 C 2.14 2.52 3.56  -0.318
15 C 2.00 1.13 3.49  -0.168
16 C 1.15 0.56 2.53  -0.244
17 C 0.36 1.36 1.67  -0.251
18 C -0.35 0.77 0.55  0.079
19 C -0.76 0.17 -0.45  -0.097
20 C -1.32 -0.40 -1.55  -0.239
21 C -0.94 -1.71 -1.98  -0.121
22 C -1.44 -2.27 -3.18  -0.204
23 C -1.12 -3.57 -3.55  -0.233
24 C -0.27 -4.35 -2.74  -0.259
25 C 0.26 -3.80 -1.56  -0.231
26 C -0.05 -2.50 -1.19  -0.153
27 C 0.58 2.76 1.72  -0.186
28 C 1.42 3.34 2.68  -0.191
29 H 2.84 2.96 4.27  0.224
30 H 2.58 0.48 4.14  0.227
31 H 1.11 -0.53 2.40  0.232
32 H -2.02 0.16 -2.17  0.204
33 H -2.09 -1.65 -3.81  0.196
34 H -1.52 -3.99 -4.48  0.201
35 H -0.03 -5.38 -3.02  0.199
36 H 0.93 -4.39 -0.93  0.206
37 H 0.36 -2.05 -0.28  0.216
38 H 0.10 3.38 0.95  0.228
39 H 1.55 4.42 2.69  0.227

---

No. 2
The following is a quantum chemistry calculation of 2 unconnected molecules or ions with the total composition C21H17F6N7O4S, from the Open Molecules 2025 dataset.

Computed properties:
**Energy**: -67806.2934 eV
**Kohn-Sham gap**: 6.58 eV
**LUMO**: -2.4 eV
**Highest occupied orbital energy**: -0.32937 hartree
**Molecular weight**: 577.5 g/mol

Last column: natural (NBO) charge in e.
Element x y z (Å)
1 N 3.53 -2.74 1.38  -0.280
2 C 2.48 -3.07 0.97  0.276
3 C 1.21 -3.53 0.50  -0.210
4 C 0.50 -2.91 -0.57  -0.095
5 C -0.73 -3.47 -0.94  0.028
6 N -1.66 -2.99 -1.85  0.410
7 O -1.69 -2.03 -2.60  -0.332
8 O -2.77 -3.89 -1.75  -0.128
9 N -2.54 -4.88 -0.84  -0.060
10 C -1.29 -4.61 -0.35  0.093
11 C -0.57 -5.25 0.73  0.016
12 N -1.08 -6.39 1.44  0.494
13 O -2.06 -7.02 1.02  -0.328
14 O -0.46 -6.71 2.49  -0.383
15 C 0.64 -4.68 1.13  -0.073
16 H 0.81 -2.06 -1.17  0.285
17 H 1.20 -5.16 1.93  0.273
18 F -4.56 6.06 -0.18  -0.324
19 C -3.85 5.98 1.00  0.979
20 F -2.96 7.01 1.01  -0.325
21 F -4.75 6.20 2.01  -0.323
22 C -3.19 4.64 1.15  -0.127
23 C -1.81 4.56 1.29  -0.223
24 C -1.20 3.29 1.29  0.244
25 N 0.18 3.23 1.19  -0.623
26 C 0.96 2.07 1.05  0.304
27 S 0.64 0.55 1.65  -0.228
28 N 2.07 2.34 0.33  -0.580
29 C 3.06 1.33 -0.03  -0.241
30 C 2.75 0.65 -1.39  -0.049
31 C 3.98 0.61 -2.33  -0.411
32 C 4.23 -0.87 -2.66  -0.403
33 C 3.17 -1.67 -1.88  -0.228
34 N 2.30 -0.70 -1.24  -0.685
35 C -1.98 2.14 1.28  -0.243
36 C -3.36 2.25 1.15  -0.116
37 C -4.17 0.99 1.10  0.977
38 F -5.38 1.16 0.49  -0.320
39 F -3.51 0.00 0.43  -0.327
40 F -4.42 0.51 2.37  -0.323
41 C -3.99 3.50 1.09  -0.178
42 H -1.20 5.45 1.36  0.229
43 H 0.68 4.11 1.11  0.398
44 H 2.13 3.24 -0.13  0.391
45 H 4.03 1.84 -0.11  0.205
46 H 3.13 0.59 0.78  0.248
47 H 1.93 1.21 -1.88  0.183
48 H 3.78 1.21 -3.22  0.218
49 H 4.85 1.03 -1.82  0.204
50 H 4.13 -1.07 -3.73  0.213
51 H 5.23 -1.18 -2.34  0.215
52 H 2.56 -2.30 -2.55  0.175
53 H 3.67 -2.35 -1.16  0.197
54 H 1.92 -0.91 -0.32  0.396
55 H -1.52 1.14 1.32  0.271
56 H -5.06 3.56 0.98  0.247

---

No. 3
The following is a quantum chemistry calculation of a molecular structure, C34H31AuN5O2S3, from the Open Molecules 2025 dataset.

Computed properties:
**Net charge**: +1
**Energy**: -83498.0650 eV
**Kohn-Sham gap**: 7.32 eV
**LUMO**: -3.5 eV
**Highest occupied orbital energy**: -0.39646 hartree
**Molecular weight**: 834.8 g/mol

Last column: Mulliken charge in e.
Element x y z (Å)
1 Au 0.38 -0.88 -0.08  0.804
2 C -0.69 2.71 -2.16  -1.348
3 C -0.76 1.58 -1.16  1.482
4 N 0.34 0.94 -0.89  0.597
5 N 1.51 1.45 -1.45  -0.617
6 C 2.57 0.78 -1.18  0.392
7 S 2.64 -0.70 -0.26  -0.076
8 S 4.14 1.32 -1.76  -0.116
9 C 3.61 2.18 -3.27  -0.989
10 C 2.81 1.34 -4.24  0.482
11 C 1.95 2.00 -5.11  -0.424
12 C 1.19 1.29 -6.03  -0.558
13 C 1.29 -0.10 -6.09  -0.502
14 C 2.14 -0.76 -5.23  -0.694
15 C 2.90 -0.04 -4.31  -0.238
16 C -2.01 1.28 -0.48  0.124
17 C -2.93 2.34 -0.32  -1.289
18 C -4.10 2.18 0.38  -0.864
19 C -4.41 0.93 0.91  -0.496
20 C -3.55 -0.13 0.76  -0.252
21 C -2.34 0.01 0.06  0.478
22 O -1.61 -1.08 -0.10  -0.990
23 H -0.23 3.59 -1.71  0.265
24 H -1.69 2.96 -2.51  0.647
25 H -0.06 2.41 -2.99  0.074
26 H 4.54 2.52 -3.72  0.533
27 H 3.03 3.06 -2.98  0.335
28 H 1.87 3.08 -5.07  0.420
29 H 0.53 1.81 -6.71  0.411
30 H 0.70 -0.65 -6.81  0.414
31 H 2.23 -1.83 -5.27  0.422
32 H 3.57 -0.57 -3.64  0.581
33 H -2.68 3.31 -0.72  0.387
34 H -4.78 3.02 0.51  0.424
35 H -5.33 0.79 1.47  0.427
36 H -3.78 -1.11 1.16  0.476
37 C 0.28 0.38 4.82  -1.152
38 S -0.40 0.46 3.17  0.462
39 O 0.00 -0.83 2.50  -0.438
40 C 0.62 1.73 2.46  0.531
41 C 1.99 1.54 2.29  -0.178
42 C 2.74 2.52 1.67  -0.899
43 C 2.12 3.68 1.21  -0.580
44 C 0.75 3.86 1.37  -0.588
45 C -0.01 2.88 1.99  -0.465
46 H 1.36 0.32 4.78  0.327
47 H -0.15 -0.50 5.28  0.431
48 H -0.03 1.28 5.36  0.413
49 H 2.45 0.62 2.62  0.409
50 H 3.80 2.38 1.53  0.474
51 H 2.71 4.44 0.72  0.445
52 H 0.28 4.76 1.01  0.488
53 H -1.08 2.99 2.11  0.403
54 C -0.23 -4.84 1.44  -0.959
55 C -0.26 -3.48 1.23  -0.180
56 N 0.46 -2.92 0.26  -0.184
57 C 1.25 -3.67 -0.52  -0.457
58 C 1.36 -5.04 -0.35  0.118
59 C 0.59 -5.63 0.64  -0.295
60 C 2.26 -5.80 -1.24  -0.815
61 C 3.50 -5.47 -1.56  -0.786
62 C 4.30 -4.36 -0.99  0.893
63 C 5.29 -3.75 -1.75  -0.588
64 C 6.01 -2.73 -1.14  -0.200
65 N 5.79 -2.35 0.11  -0.427
66 C 4.83 -3.01 0.75  -0.446
67 N 4.07 -3.98 0.27  -0.288
68 H -0.83 -5.28 2.22  0.429
69 H -0.86 -2.81 1.83  0.563
70 H 1.79 -3.16 -1.30  1.035
71 H 0.63 -6.70 0.79  0.523
72 H 1.83 -6.70 -1.68  0.458
73 H 4.02 -6.07 -2.30  0.449
74 H 5.50 -4.05 -2.76  0.453
75 H 6.79 -2.20 -1.68  0.423
76 H 4.65 -2.73 1.78  0.474

---

No. 4
The following is a quantum chemistry calculation of a single C2H2N2O2S molecule, from the Open Molecules 2025 dataset.

Computed properties:
**Energy**: -20014.3250 eV
**SMILES**: N#CC(=O)OSN
**Kohn-Sham gap**: 8.40 eV
**LUMO**: -0.7 eV
**Highest occupied orbital energy**: -0.33488 hartree
**Molecular weight**: 118.1 g/mol

Last column: natural (NBO) charge in e.
Element x y z (Å)
1 N -4.67 0.52 0.06  -0.200
2 C -3.95 -0.22 -0.39  0.149
3 C -2.85 -1.09 -0.83  0.731
4 O -2.40 -1.28 -1.90  -0.433
5 O -2.17 -1.52 0.53  -0.709
6 S -0.57 -1.51 0.38  0.712
7 N -0.40 0.14 0.28  -1.037
8 H -0.35 0.63 1.09  0.380
9 H 0.09 0.53 -0.62  0.406

---

No. 5
The following is a quantum chemistry calculation of 2 unconnected molecules or ions with the total composition C3H10N3O, from the Open Molecules 2025 dataset.

Computed properties:
**Net charge**: +1
**Energy**: -9784.5234 eV
**Kohn-Sham gap**: 10.80 eV
**LUMO**: -3.3 eV
**Highest occupied orbital energy**: -0.51699 hartree
**Molecular weight**: 104.1 g/mol

Last column: natural (NBO) charge in e.
Element x y z (Å)
1 O -2.80 -1.67 0.04  -0.484
2 C -2.91 -0.48 0.17  0.423
3 C -1.71 0.43 0.02  -0.339
4 N -0.74 -0.18 -0.92  -0.730
5 H -3.88 0.00 0.38  0.155
6 H -2.04 1.41 -0.33  0.244
7 H -1.22 0.56 0.99  0.242
8 H 0.32 0.18 -0.77  0.452
9 H -0.76 -1.20 -0.79  0.437
10 H -1.00 0.00 -1.89  0.429
11 N 2.19 -0.22 1.40  -0.771
12 C 2.60 0.32 0.24  0.347
13 N 1.83 0.54 -0.76  -0.796
14 H 1.27 -0.63 1.42  0.383
15 H 2.82 -0.59 2.09  0.423
16 H 3.67 0.51 0.17  0.194
17 H 2.37 1.02 -1.47  0.391

---

No. 6
The following is a quantum chemistry calculation of a molecular structure, C33H36CuN5O2P, from the Open Molecules 2025 dataset.

Computed properties:
**Energy**: -100277.4706 eV
**Spin multiplicity**: 2
**Kohn-Sham gap (spin up / spin down)**: 7.76 / 7.18 eV
**LUMO (spin up / spin down)**: 0.6 / 0.0 eV
**Expectation value of S²**: 0.756
**Highest occupied orbital energy (spin up / spin down)**: -0.26317 / -0.26318 hartree
**Molecular weight**: 629.2 g/mol

Last column: Mulliken spin population.
Element x y z (Å)
1 Cu -0.13 1.39 0.20  0.595
2 C -0.53 3.98 3.60  0.004
3 C -0.58 3.25 2.29  0.012
4 N 0.35 2.46 1.90  0.062
5 O 1.35 2.22 2.84  0.011
6 C -1.73 3.40 1.40  -0.012
7 C -2.76 4.46 1.57  0.004
8 N -1.79 2.51 0.43  0.050
9 O -2.76 2.51 -0.39  0.007
10 H -0.03 3.37 4.35  0.000
11 H -1.54 4.23 3.94  0.001
12 H 0.03 4.90 3.49  -0.001
13 H 1.73 1.37 2.55  -0.001
14 H -2.31 5.42 1.84  0.000
15 H -3.50 4.21 2.33  0.000
16 H -3.29 4.57 0.62  0.000
17 C -4.23 -0.16 -4.71  0.003
18 C -3.98 0.99 -3.98  0.000
19 C -2.95 1.03 -3.05  0.008
20 C -2.15 -0.10 -2.86  0.051
21 C -2.40 -1.25 -3.60  0.006
22 C -3.44 -1.28 -4.52  0.000
23 P -0.75 0.04 -1.71  0.047
24 C -0.44 -1.71 -1.24  -0.007
25 C -1.51 -2.47 -0.75  0.017
26 C -1.31 -3.76 -0.31  -0.002
27 C -0.03 -4.32 -0.34  0.008
28 C 1.03 -3.58 -0.84  -0.003
29 C 0.82 -2.28 -1.29  0.010
30 C 0.68 0.41 -2.77  -0.011
31 C 0.76 0.06 -4.09  0.000
32 C 1.93 0.33 -4.83  0.001
33 C 2.99 0.94 -4.23  0.002
34 C 2.93 1.33 -2.87  0.008
35 C 4.02 1.99 -2.24  -0.009
36 C 3.92 2.37 -0.93  0.012
37 C 2.72 2.13 -0.20  -0.032
38 C 1.63 1.49 -0.75  0.127
39 C 1.76 1.08 -2.12  0.025
40 H -5.04 -0.18 -5.43  0.000
41 H -4.61 1.87 -4.11  0.000
42 H -2.78 1.90 -2.44  -0.003
43 H -1.79 -2.13 -3.46  0.001
44 H -3.62 -2.18 -5.09  0.000
45 H -2.51 -2.04 -0.74  0.000
46 H -2.15 -4.34 0.05  0.000
47 H 0.12 -5.34 -0.01  0.000
48 H 2.02 -4.01 -0.89  0.000
49 H 1.66 -1.70 -1.68  0.002
50 H -0.07 -0.43 -4.58  0.000
51 H 1.98 0.05 -5.88  0.000
52 H 3.90 1.16 -4.79  0.000
53 H 4.92 2.18 -2.81  0.000
54 H 4.74 2.89 -0.45  0.000
55 H 2.68 2.49 0.82  0.004
56 C 3.04 -2.19 3.08  0.000
57 C 3.05 -1.54 1.71  -0.002
58 N 1.92 -0.63 1.63  0.001
59 C 0.66 -0.99 2.09  0.000
60 N -0.34 -0.30 1.67  0.004
61 C -1.65 -0.48 2.27  -0.005
62 C -1.58 -1.15 3.64  0.001
63 C -0.70 -2.38 3.53  0.000
64 N 0.61 -1.98 3.03  0.000
65 C 1.71 -2.90 3.27  0.000
66 H 3.17 -1.43 3.85  0.000
67 H 3.86 -2.91 3.17  0.000
68 H 3.00 -2.31 0.94  0.000
69 H 3.96 -0.96 1.55  0.000
70 H 1.86 -0.07 0.78  0.001
71 H -2.28 -1.08 1.60  0.000
72 H -2.13 0.50 2.35  -0.001
73 H -2.58 -1.42 3.99  0.000
74 H -1.14 -0.46 4.36  0.000
75 H -1.16 -3.12 2.86  0.000
76 H -0.56 -2.85 4.50  0.000
77 H 1.65 -3.76 2.59  0.000
78 H 1.62 -3.28 4.29  0.000

---

What is the formula in the second record?
C21H17F6N7O4S